*1*
An isolated molecule of C7H12N2, computed with wB97M-V/def2-TZVPD.

```
! wB97M-V def2-TZVPD RIJCOSX def2/J DEFGRID3
* xyz 0 1
H 2.766 -0.852 0.179
H -2.546 -0.465 -0.551
H 2.002 1.953 0.564
H -1.312 -0.207 -4.003
C -0.667 0.266 -2.049
H 0.039 1.000 -2.433
H -2.173 0.798 0.413
H -2.093 -1.189 -2.644
C 2.153 -0.997 1.063
H -0.734 -1.264 2.193
H 0.671 -1.058 3.235
H 2.542 -1.664 1.826
C 0.963 -0.391 1.203
C 1.140 1.714 -0.050
C 0.451 0.577 0.129
C 0.106 -0.599 2.416
N -1.834 -0.103 0.076
H 0.854 2.427 -0.813
H -0.287 0.353 2.788
N -0.621 0.093 -0.603
C -1.420 -0.393 -2.939
*
```

Results
SMILES ... C=CN(N)C(=C)C(=C)C
HOMO-LUMO gap ... 8.8 eV
HOMO ... -7.826 eV



*2*
An isolated molecule of C7H12N2, computed with wB97M-V/def2-TZVPD.

```
! wB97M-V def2-TZVPD RIJCOSX def2/J DEFGRID3
* xyz 0 1
H 1.400 1.943 2.518
C 0.860 0.909 0.734
C -1.887 -1.459 0.412
H -1.554 0.192 1.577
H -0.325 1.975 2.183
C 0.431 -0.898 -0.992
H 1.521 -0.893 -1.035
H 0.128 -0.943 -3.129
C 0.570 1.352 2.142
N -2.509 -2.512 0.332
H 0.169 0.689 -2.437
H 0.426 0.495 2.798
H -1.256 -0.327 -2.211
H -3.264 -2.587 -0.362
N 0.051 -0.086 0.214
C -1.161 -0.437 0.793
C -0.169 -0.333 -2.275
H 2.090 1.217 -0.976
C 1.866 1.456 0.045
H 0.102 -1.930 -0.837
H 2.511 2.178 0.508
*
```

Results
SMILES ... C=C(C)N(C=C=N)CC
HOMO-LUMO gap ... 8.0 eV
HOMO ... -7.043 eV



Question: which arrangement is favored energetically? Ranking from most to least stable: *2*, *1*.



*1*
An isolated molecule of C9H8N2O, computed with wB97M-V/def2-TZVPD.

```
! wB97M-V def2-TZVPD RIJCOSX def2/J DEFGRID3
* xyz 0 1
O 1.119 2.224 -0.127
C 0.731 -1.495 2.229
C 0.758 -0.178 1.734
N -0.090 -2.247 0.124
C -0.596 -0.569 -1.639
H 0.569 1.082 -2.485
H 0.583 -3.505 1.632
N -2.333 2.339 0.624
C -0.145 -0.987 -0.259
H -1.742 -0.656 -1.839
C 0.453 -2.538 1.313
C -0.351 0.984 -1.730
H 1.125 -1.850 3.165
C -1.290 2.015 0.288
C 0.250 0.092 0.463
H 1.306 2.701 -0.988
H -0.251 -1.027 -2.547
H 1.020 0.695 2.419
H -1.116 1.517 -2.098
C 0.001 1.403 -0.278
*
```

Results
SMILES ... N#C[C@]1(O)CCc2ncccc21
HOMO-LUMO gap ... 10.2 eV
HOMO ... -9.760 eV



*2*
A structure of composition C9H8N2O, computed with wB97M-V/def2-TZVPD.

```
! wB97M-V def2-TZVPD RIJCOSX def2/J DEFGRID3
* xyz 0 1
H 2.589 1.886 -0.484
C -0.137 1.341 -0.205
C -1.417 1.741 0.110
C 3.607 -0.911 0.251
C -2.377 0.767 0.225
C 0.248 0.056 -0.303
C -2.101 -0.564 -0.032
H -2.754 -2.330 -0.373
C -0.779 -0.887 -0.332
H -3.334 0.937 0.829
N -3.205 -1.473 -0.057
O 2.318 -1.258 0.041
C 2.628 0.817 -0.115
N 3.888 0.320 0.145
H -1.566 2.821 0.345
H 0.559 2.113 -0.653
C 1.639 -0.122 -0.230
H 4.154 -1.817 0.306
H -3.451 -1.541 0.923
H -0.509 -1.895 -0.391
*
```

Results
HOMO-LUMO gap ... 8.6 eV
HOMO ... -8.169 eV



Question: which arrangement is favored energetically? Ranking from most to least stable: *1*, *2*.